1.
Density functional theory data (the ωB97M-V functional and the def2-TZVPD basis) for C28H30AlF5N8O4PSe as an isolated structure in a non-equilibrium geometry.

As for the spin multiplicity: 1. For the lowest unoccupied orbital energy, the calculation gives -2.93 eV. As for the highest occupied orbital energy: -10.7 eV. The total energy is -5308.47319 a.u. As for the charge: +1. The value obtained for the energy relative to the best compared isomer or geometry (same formula, charge and spin) is 31.7 kcal/mol.

Cartesian coordinates (Å):
1 C -1.57 -1.09 3.16
2 O 1.57 0.22 1.29
3 C 0.27 -1.27 4.34
4 C 2.81 -2.96 -3.11
5 H -1.57 -1.86 5.15
6 H 1.95 -5.06 -0.67
7 F -0.88 7.89 -0.50
8 H -5.38 2.00 -0.98
9 H -2.94 -3.21 0.14
10 C -3.85 0.45 -1.05
11 C 2.68 -4.56 -1.27
12 H -3.51 -0.48 2.47
13 C 0.02 1.95 -3.34
14 H -0.50 1.70 -4.23
15 C -2.07 -2.63 -0.20
16 Se -0.73 2.43 2.03
17 N 3.31 -3.63 -0.40
18 C 4.20 -2.78 -1.11
19 P 1.19 -1.76 -0.73
20 C 0.85 3.11 -3.25
21 C 0.54 -0.78 3.17
22 H -4.48 -1.66 -1.40
23 H 0.22 -3.95 -1.25
24 C 1.47 3.43 -2.06
25 H -4.91 1.50 -2.60
26 H 2.27 -2.38 -3.84
27 C -0.78 6.61 -0.08
28 N 3.57 -2.05 -2.22
29 C -0.13 1.13 -2.27
30 C 1.06 -1.60 5.62
31 N -1.92 -0.10 -0.03
32 H 0.21 -2.94 -2.70
33 H -2.44 1.90 -0.27
34 C -0.73 4.03 1.05
35 O 0.45 -2.07 6.50
36 H 2.20 4.21 -1.80
37 C -5.10 1.13 -1.55
38 C -1.80 5.71 -0.35
39 Al -0.19 0.44 0.73
40 H -1.61 -3.08 -1.07
41 H 3.47 -5.23 -1.60
42 O 2.80 -0.34 3.04
43 N 0.44 1.46 -1.06
44 C 0.39 6.16 0.58
45 H 2.30 -0.45 -2.63
46 O 2.33 -1.28 5.47
47 H -6.00 0.50 -1.61
48 H 1.64 -3.47 0.96
49 C 1.25 2.47 -1.02
50 H -3.06 -2.18 2.24
51 H 3.24 -0.34 -1.03
52 H 2.81 -2.17 1.13
53 C 2.68 -1.00 -1.68
54 N -2.77 0.91 -0.43
55 H -1.36 -2.80 0.58
56 C 1.76 -0.26 2.46
57 F -2.84 5.99 -1.12
58 F 1.41 4.56 1.82
59 H 4.63 -2.06 -0.44
60 H -3.50 -1.58 3.75
61 N -1.09 -1.54 4.30
62 H 5.06 -3.35 -1.54
63 H 2.54 -0.83 4.67
64 H 3.63 -3.40 -3.75
65 N 1.93 -3.91 -2.38
66 C 0.31 4.90 1.19
67 C -2.54 -1.25 -0.33
68 H 1.01 3.71 -4.16
69 F -2.77 3.65 -0.15
70 C -3.73 -0.91 -0.99
71 H 1.77 2.58 0.02
72 C 0.79 -3.25 -1.84
73 C -1.71 4.46 0.17
74 F 1.50 6.84 0.70
75 C -2.97 -1.32 2.87
76 C 2.34 -2.83 0.38
77 H -0.84 0.24 -2.32
78 N -0.56 -0.66 2.41

2.
Density functional theory data (the ωB97M-V functional and the def2-TZVPD basis) for a 2-piece molecular cluster, C28H30Cl2N4O3 overall in a non-equilibrium geometry.

As for the spin multiplicity: 1. For the lowest unoccupied orbital energy, the calculation gives 0.21 eV. As for the highest occupied orbital energy: -8.4 eV. The total energy is -2450.17129 a.u. Its structure (SMILES) is Cc1cc2ncn(Cc3ccc(Cl)c(Cl)c3)c2cc1C.CNC(=O)[C@H](Cc1ccc(O)cc1)NC(C)=O. The value obtained for the energy relative to the best compared isomer or geometry (same formula, charge and spin) is 2.5 kcal/mol.

Cartesian coordinates (Å):
1 N -0.15 -2.93 -1.55
2 C -2.95 -5.42 -1.92
3 H -4.78 -5.90 -2.94
4 C -1.47 0.34 -4.15
5 H 0.57 6.42 1.78
6 C 0.59 -2.57 -2.77
7 H -5.26 -6.21 -0.51
8 H -0.88 2.39 0.64
9 C 1.41 3.62 -1.58
10 Cl -0.92 2.95 -4.81
11 C 2.40 1.64 5.70
12 C 0.80 1.09 -3.80
13 C 0.46 5.89 2.73
14 H 0.89 6.49 3.54
15 H 3.75 2.81 6.85
16 H 1.70 4.39 1.87
17 C -1.19 -3.82 -1.45
18 O 1.48 4.32 -2.74
19 C -2.47 -4.73 0.37
20 H 1.78 0.56 2.10
21 H -4.04 -7.46 -0.17
22 C 3.24 2.89 5.89
23 H 3.43 2.14 0.75
24 C 0.20 -1.19 -3.26
25 H -3.70 -7.29 -2.67
26 H 2.35 4.68 -2.91
27 C 0.15 -2.49 -0.26
28 C 1.20 1.48 2.18
29 H 0.17 1.20 2.39
30 N 1.75 1.44 4.55
31 H -1.71 -4.50 -3.42
32 C -0.51 1.36 -4.21
33 C -1.93 -4.57 -2.37
34 N -0.63 -3.06 0.64
35 H -3.32 -6.10 -3.93
36 H 3.56 3.41 -1.39
37 H 1.17 0.62 4.54
38 C -1.46 -3.89 -0.09
39 C -3.23 -5.51 -0.53
40 C 0.94 3.62 3.57
41 O 0.19 3.75 4.53
42 C -1.11 -0.92 -3.67
43 O 2.34 0.80 6.59
44 H 2.18 -0.35 -3.00
45 H 2.58 3.76 5.91
46 C 1.74 2.31 3.37
47 C 1.27 2.19 0.84
48 H 1.54 1.88 -3.86
49 C 0.09 2.61 0.20
50 H -1.87 -1.70 -3.62
51 C 0.16 3.32 -1.02
52 H 3.97 2.97 5.10
53 H -4.46 -6.27 1.07
54 C 2.52 2.47 0.26
55 C 2.60 3.19 -0.95
56 H 2.77 2.58 3.14
57 H 0.37 -3.30 -3.56
58 H -0.61 5.76 2.94
59 H -0.74 3.64 -1.52
60 H 1.66 -2.62 -2.58
61 C 1.16 -0.17 -3.32
62 N 1.12 4.59 2.67
63 C -4.31 -6.42 0.00
64 Cl -3.11 0.63 -4.67
65 C -3.73 -6.23 -2.93
66 H 0.93 -1.78 -0.02
67 H -2.66 -4.77 1.44

3.
Density functional theory data (the ωB97M-V functional and the def2-TZVPD basis) for C28H30Cl3N2OS5V as an isolated structure.

As for the spin multiplicity: 2. For the lowest unoccupied orbital energy (alpha / beta), the calculation gives -2.47 / -2.25 eV. As for the highest occupied orbital energy (alpha / beta): -10.3 / -9.8 eV. The total energy is -5585.07054 a.u. As for the charge: +1. The value obtained for the energy relative to the best compared isomer or geometry (same formula, charge and spin) is 0.0 kcal/mol.

Cartesian coordinates (Å):
1 C 5.30 2.31 -2.03
2 H -5.43 0.43 1.09
3 C 3.94 2.05 -2.06
4 H -1.83 -3.80 4.86
5 C 3.08 -0.27 -1.69
6 H -5.74 -3.40 0.15
7 C -2.78 -2.09 -2.85
8 H 4.37 1.78 1.92
9 H -1.41 -2.15 6.64
10 C 3.54 1.31 1.38
11 H 3.40 -2.13 0.43
12 C -1.40 -1.04 2.97
13 Cl 5.82 4.91 -5.01
14 H -5.40 -2.26 -1.14
15 C -3.36 -0.74 -2.50
16 H -1.36 -0.63 1.94
17 C 0.08 2.72 1.40
18 H -3.42 1.49 0.48
19 H 2.69 -0.21 -2.70
20 N 0.19 -1.57 0.00
21 C 5.10 3.81 -3.88
22 H 6.95 3.38 -2.90
23 C 2.36 3.54 1.08
24 C 5.89 3.18 -2.93
25 H -0.97 0.93 3.71
26 H -3.46 -2.64 -3.51
27 H 4.02 -0.82 -1.71
28 C 1.01 1.74 1.55
29 C -1.63 -2.38 3.27
30 H -3.67 -4.57 -0.15
31 C 3.18 2.69 -3.03
32 C 3.29 1.11 -1.07
33 H 2.31 1.52 -0.82
34 C 1.20 -2.20 0.71
35 H 3.12 4.07 -4.68
36 H -0.99 2.65 1.51
37 C 2.40 -1.86 0.17
38 C -1.64 -2.76 4.61
39 H 0.78 0.72 1.80
40 S -1.84 -3.51 1.92
41 C -1.40 -1.83 5.60
42 S -4.28 -1.64 0.88
43 H -1.84 -1.97 -3.40
44 C -3.93 -3.83 -0.91
45 H -4.38 -4.36 -1.75
46 C -3.86 0.89 -0.31
47 S -2.33 -3.14 -1.43
48 H 5.91 1.84 -1.27
49 H 0.32 -0.22 -1.66
50 C 2.35 2.20 1.35
51 C -4.93 -0.05 0.25
52 H -3.30 -0.06 -3.35
53 N 2.12 -1.02 -0.88
54 C -4.95 -2.84 -0.34
55 Cl 1.45 2.42 -3.11
56 C 3.74 3.58 -3.94
57 C -1.15 -0.10 3.96
58 V -1.88 -1.77 0.41
59 H -4.41 -0.82 -2.23
60 C -1.15 -0.50 5.29
61 S -2.48 0.04 -1.09
62 O 4.08 0.96 0.09
63 Cl 3.75 4.50 0.80
64 S 0.80 4.24 1.05
65 H 0.97 -2.86 1.53
66 H 3.28 0.38 1.89
67 C 0.80 -0.87 -0.94
68 H -0.96 0.22 6.08
69 H -5.71 -0.27 -0.48
70 H -4.31 1.59 -1.02

4.
Density functional theory data (the ωB97M-V functional and the def2-TZVPD basis) for a 8-piece molecular cluster, C28H30Cl8N2O4 overall in a non-equilibrium geometry.

As for the spin multiplicity: 1. For the lowest unoccupied orbital energy, the calculation gives -0.17 eV. As for the highest occupied orbital energy: -8.9 eV. The total energy is -5176.64822 a.u. Its structure (SMILES) is C[N+](=O)[O-].C[N+](=O)[O-].ClC(Cl)(Cl)Cl.ClC(Cl)(Cl)Cl.c1ccccc1.c1ccccc1.c1ccccc1.c1ccccc1. The value obtained for the energy relative to the best compared isomer or geometry (same formula, charge and spin) is 28.9 kcal/mol.

Cartesian coordinates (Å):
1 H 1.69 -1.54 8.49
2 H -1.07 3.49 -3.20
3 H 2.78 -2.58 1.15
4 H -0.56 -5.26 1.68
5 O 2.15 0.54 1.55
6 Cl -0.93 1.23 -5.93
7 H -4.98 -2.39 2.14
8 Cl -0.24 0.56 -3.27
9 H 3.31 -1.46 6.71
10 H 3.21 5.11 -5.06
11 H 4.46 2.42 -3.79
12 C -3.48 -1.54 0.81
13 C 2.25 4.78 -4.68
14 H -0.70 -1.35 8.01
15 Cl 1.65 0.17 -5.50
16 C -4.13 -1.24 -1.50
17 H -2.71 -1.78 1.53
18 H 2.00 -2.14 -1.24
19 H 5.70 1.95 -2.41
20 H -6.22 -1.95 -1.87
21 C -0.46 -4.17 -0.10
22 Cl -3.16 4.05 3.73
23 H 0.25 1.97 -0.22
24 Cl -2.28 1.39 3.82
25 C 0.26 -3.35 -0.94
26 C -0.11 4.26 -4.93
27 H -1.52 -1.31 5.64
28 H 5.14 0.77 -3.70
29 H -1.44 -4.56 -0.34
30 Cl -0.63 -1.69 -5.01
31 H 3.09 4.26 -2.78
32 C -3.01 2.57 2.75
33 C 1.22 -3.95 1.58
34 H -1.04 4.33 -5.48
35 H 1.65 -4.19 2.54
36 C 1.06 4.80 -5.43
37 C 1.89 -1.45 5.09
38 C -3.13 -1.16 -0.50
39 C 1.32 -1.53 7.48
40 N 3.85 1.36 -2.25
41 Cl -1.91 2.72 1.37
42 C -0.05 0.04 -4.94
43 C 1.46 -2.77 -0.54
44 N 0.99 0.80 1.35
45 H 0.02 -1.29 3.78
46 C 2.20 4.31 -3.38
47 H -0.30 0.32 -0.21
48 H -6.71 -2.32 0.37
49 H -0.28 -3.18 -1.86
50 C -5.43 -1.80 -1.15
51 C 0.49 -1.43 4.74
52 H -3.75 -1.01 -2.48
53 C -0.47 -1.46 5.87
54 C 1.04 3.76 -2.83
55 C 4.94 1.69 -3.14
56 C 0.58 0.94 -0.04
57 C -5.67 -2.09 0.19
58 C -4.76 -1.94 1.19
59 C -0.01 -1.48 7.19
60 H 1.34 0.71 -0.78
61 C 2.26 -1.45 6.45
62 O 3.75 2.01 -1.25
63 H 2.72 -1.43 4.40
64 O 0.12 0.86 2.23
65 O 3.26 0.30 -2.48
66 C -0.12 3.82 -3.58
67 C 1.92 -3.08 0.73
68 H 0.98 3.31 -1.85
69 H 0.97 5.10 -6.46
70 H -2.14 -0.81 -0.75
71 Cl -4.62 2.04 2.17
72 C 0.04 -4.57 1.11